ORCA calculation (ωB97M-V/def2-TZVPD) on a 2-piece molecular cluster, C5H14S overall.

## Properties
- largest force on an atom (eV Å⁻¹) = 0.664
- structure (SMILES) = CCC.CCS
- energy (Ha) = -597.0720
- charge = 0
- orbital gap (eV) = 10.014
- energy relative to the best compared isomer or geometry (same formula, charge and spin) (kJ/mol) = 13.9
- HOMO (eV) = -9.0420

Geometry (Å):
C  1.788  -1.406  0.621
C  2.052  -0.174  1.496
C  2.784  0.932  0.746
H  0.774  -1.417  0.214
H  2.484  -1.391  -0.218
H  1.946  -2.333  1.163
H  1.115  0.241  1.869
H  2.632  -0.445  2.378
H  2.914  1.813  1.377
H  2.211  1.239  -0.132
H  3.769  0.617  0.401
C  -0.964  0.249  -2.215
C  -2.158  -0.067  -1.324
S  -1.844  0.252  0.451
H  -0.720  1.313  -2.150
H  -0.112  -0.363  -1.935
H  -1.255  0.054  -3.246
H  -2.413  -1.121  -1.389
H  -3.052  0.481  -1.629
H  -0.884  1.163  0.245